[1]
DFT (wB97M-V/def2-TZVPD) results for one molecule with the formula C3H8O at a distorted geometry.

XYZ file:
```
12
Properties=species:S:1:pos:R:3
C 0.80 -0.41 1.20
C -0.11 0.43 0.29
C -0.24 -0.18 -1.08
O -1.28 0.52 -1.73
H 0.80 -1.47 0.93
H 0.49 -0.33 2.24
H 1.85 -0.08 1.16
H -1.23 0.65 0.55
H 0.29 1.44 0.17
H -0.42 -1.27 -1.04
H 0.74 -0.02 -1.55
H -1.81 0.83 -0.96
```

Energy above the lowest of the compared OMol25 structures with the same formula, charge and spin   16.9 kcal per mole
Frontier orbital gap   11.46 eV
Largest force on an atom   0.044 Eh/bohr
SMILES   CCCO
Highest occupied orbital energy   -0.3798 Eh

Here are the Mulliken charges for atoms 1 to 8, given in e: -1.10 -0.36 -0.30 -0.46 0.30 0.32 0.30 0.24

---

[2]
DFT (wB97M-V/def2-TZVPD) results for a 2-piece molecular cluster, C3H5F2N overall at a distorted geometry.

XYZ file:
```
11
Properties=species:S:1:pos:R:3
C -0.34 -0.83 0.87
C -1.14 0.20 0.21
C 1.23 0.47 -0.72
N -0.03 -0.21 -0.44
F -1.65 1.33 0.44
F -2.65 -0.62 -0.58
H 0.28 -0.48 1.84
H -0.62 -1.88 0.80
H 2.11 -0.27 -0.59
H 1.18 1.00 -1.74
H 1.64 1.28 -0.08
```

Energy above the lowest of the compared OMol25 structures with the same formula, charge and spin   70.5 kcal per mole
Frontier orbital gap   11.01 eV
Largest force on an atom   0.100 Eh/bohr
Highest occupied orbital energy   -0.3819 Eh

Here are the Mulliken charges for atoms 1 to 8, given in e: -0.63 0.88 -0.74 -0.12 -0.19 -0.56 0.23 0.25

---

[3]
DFT (wB97M-V/def2-TZVPD) results for C36H50BaBrF3NO4SSi as an isolated structure at a distorted geometry.

XYZ file:
```
98
Properties=species:S:1:pos:R:3
Ba -0.39 2.51 -0.49
O 0.15 2.31 1.90
C 1.53 2.32 2.26
C 2.36 2.40 0.90
O 3.52 2.76 0.98
O 1.71 2.04 -0.10
C 1.77 3.51 3.17
C 1.94 4.78 2.64
C 2.07 5.88 3.47
C 2.01 5.73 4.85
C 1.85 4.46 5.39
C 1.73 3.36 4.55
C 1.98 1.06 2.93
C 3.31 0.95 3.31
C 3.76 -0.18 3.97
C 2.87 -1.20 4.29
C 1.55 -1.10 3.89
C 1.11 0.01 3.20
H -0.36 2.41 2.71
H 1.99 4.90 1.56
H 2.20 6.86 3.04
H 2.11 6.58 5.50
H 1.81 4.33 6.46
H 1.60 2.38 4.98
H 3.98 1.76 3.08
H 4.80 -0.27 4.24
H 3.21 -2.05 4.86
H 0.86 -1.90 4.14
H 0.08 0.06 2.87
F 1.08 7.36 -3.29
C 0.00 6.89 -3.94
F 0.03 7.50 -5.15
F -1.08 7.41 -3.33
C -0.03 5.40 -4.06
C 0.03 4.82 -5.30
C -0.01 3.43 -5.40
C -0.11 2.71 -4.22
N -0.16 3.25 -3.02
C -0.12 4.59 -2.89
S -0.18 5.27 -1.35
H 0.09 5.43 -6.19
H 0.03 2.94 -6.36
H -0.16 1.62 -4.24
C -1.11 -3.08 -3.30
C -0.07 -3.96 -2.59
C -0.46 -5.43 -2.81
C 1.26 -3.71 -3.30
Si 0.06 -3.50 -0.68
Br 0.14 -1.17 -0.67
C 1.76 -4.06 0.15
C 2.09 -5.52 -0.16
C 1.71 -3.90 1.67
C 2.92 -3.17 -0.32
C -1.53 -3.98 0.36
C -2.82 -3.73 -0.44
C -1.64 -3.11 1.62
C -1.53 -5.45 0.78
H -1.11 -3.31 -4.37
H -0.88 -2.03 -3.17
H -2.11 -3.26 -2.93
H -0.45 -5.66 -3.87
H -1.46 -5.63 -2.43
H 0.24 -6.10 -2.31
H 1.14 -3.84 -4.38
H 2.03 -4.40 -2.97
H 1.60 -2.69 -3.13
H 1.29 -6.19 0.16
H 3.00 -5.81 0.38
H 2.27 -5.67 -1.22
H 1.00 -4.57 2.14
H 1.47 -2.87 1.93
H 2.69 -4.12 2.09
H 3.09 -3.25 -1.39
H 3.83 -3.47 0.19
H 2.73 -2.13 -0.08
H -2.85 -2.70 -0.80
H -3.69 -3.89 0.20
H -2.91 -4.41 -1.28
H -1.71 -2.06 1.36
H -0.80 -3.25 2.28
H -2.55 -3.38 2.17
H -1.45 -6.11 -0.08
H -2.46 -5.68 1.31
H -0.70 -5.67 1.46
C -4.34 2.56 0.87
C -3.75 2.17 -0.51
C -4.32 0.79 -0.92
C -4.19 3.22 -1.55
O -2.39 2.12 -0.44
H -5.43 2.61 0.85
H -3.94 3.53 1.15
H -4.03 1.83 1.61
H -5.41 0.80 -0.97
H -4.00 0.04 -0.20
H -3.92 0.51 -1.89
H -5.27 3.31 -1.62
H -3.79 2.94 -2.52
H -3.76 4.18 -1.27
```

Energy above the lowest of the compared OMol25 structures with the same formula, charge and spin   68.6 kcal per mole
Frontier orbital gap   6.70 eV
Largest force on an atom   0.103 Eh/bohr
Charge   -1
Highest occupied orbital energy   -0.1696 Eh

Here are the Mulliken charges for atoms 1 to 8, given in e: 1.30 -0.81 3.10 0.09 -0.73 -0.97 -0.04 -0.43

---

[4]
DFT (wB97M-V/def2-TZVPD) results for a 3-piece molecular cluster, C16H37FN2O5S overall at a distorted geometry.

XYZ file:
```
62
Properties=species:S:1:pos:R:3
C 0.81 0.72 -2.47
C 0.33 2.10 -1.90
F 0.79 2.30 -0.57
C -1.25 2.22 -1.82
O -1.72 3.41 -1.24
C -1.82 2.12 -3.29
O -3.01 1.30 -3.12
S -3.07 0.47 -1.69
O -3.21 -1.00 -1.86
O -4.11 0.82 -0.68
O -1.65 1.07 -1.06
H 0.66 0.62 -3.58
H 1.91 0.66 -2.26
H 0.32 -0.16 -1.99
H 0.74 2.94 -2.53
H -2.03 4.02 -1.93
H -1.14 1.73 -4.10
H -2.25 3.04 -3.76
C -6.16 0.67 5.64
C -5.44 0.90 4.32
N -4.30 1.80 4.42
C -3.78 2.21 3.12
C -3.17 1.14 2.22
C -3.29 1.45 5.41
C -2.61 0.08 5.28
H -6.49 1.61 6.08
H -7.05 0.05 5.48
H -5.53 0.15 6.37
H -6.16 1.33 3.63
H -5.15 -0.08 3.91
H -3.04 3.01 3.27
H -4.60 2.69 2.57
H -2.18 0.84 2.56
H -3.06 1.53 1.21
H -3.79 0.25 2.15
H -3.75 1.50 6.41
H -2.52 2.22 5.44
H -3.32 -0.72 5.05
H -2.13 -0.18 6.23
H -1.83 0.09 4.53
C 2.86 -2.71 -1.21
C 3.58 -2.45 -2.53
N 4.71 -1.54 -2.41
C 5.22 -1.10 -3.71
C 5.84 -2.16 -4.63
C 5.73 -1.91 -1.44
C 6.42 -3.26 -1.59
H 2.53 -1.78 -0.75
H 1.99 -3.34 -1.39
H 3.50 -3.24 -0.49
H 2.85 -2.01 -3.21
H 3.87 -3.42 -2.96
H 5.96 -0.30 -3.55
H 4.40 -0.62 -4.25
H 6.83 -2.45 -4.30
H 5.95 -1.74 -5.64
H 5.22 -3.05 -4.71
H 5.28 -1.87 -0.44
H 6.49 -1.12 -1.40
H 5.72 -4.06 -1.84
H 6.91 -3.54 -0.66
H 7.20 -3.23 -2.36
```

Energy above the lowest of the compared OMol25 structures with the same formula, charge and spin   0.0 kcal per mole
Frontier orbital gap   7.79 eV
Largest force on an atom   0.110 Eh/bohr
SMILES   C[C@H](F)[C@@]1(O)COS(=O)(=O)O1.CCN(CC)CC.CCN(CC)CC
Highest occupied orbital energy   -0.2822 Eh

Here are the Mulliken charges for atoms 1 to 8, given in e: -1.04 0.01 -0.32 0.76 -0.48 -0.41 -0.37 1.14

---

[5]
DFT (wB97M-V/def2-TZVPD) results for an isolated ion of composition C4H7NO2S and charge -2 at a distorted geometry.

XYZ file:
```
15
Properties=species:S:1:pos:R:3
O -0.77 1.46 1.33
C 0.11 0.79 0.78
N 1.30 1.37 0.43
C 2.43 0.75 -0.49
O 3.31 1.71 -0.52
C -0.20 -0.58 0.14
C -1.63 -1.07 0.42
S -2.29 -2.06 -0.98
H 1.41 2.30 0.58
H 1.96 0.26 -1.33
H 2.91 -0.14 0.06
H -0.02 -0.49 -0.84
H 0.53 -1.25 0.60
H -1.58 -1.64 1.40
H -2.31 -0.29 0.75
```

Energy above the lowest of the compared OMol25 structures with the same formula, charge and spin   54.5 kcal per mole
Frontier orbital gap   5.85 eV
Largest force on an atom   0.118 Eh/bohr
Charge   -2
SMILES   O=C(CC[S-])NC[O-]
Highest occupied orbital energy   0.0086 Eh

Here are the Mulliken charges for atoms 1 to 8, given in e: -0.74 0.60 -0.09 -0.19 -0.89 -0.65 -0.63 -0.77

---

[6]
DFT (wB97M-V/def2-TZVPD) results for C27H26Cl2IN6ReS as an isolated structure.

XYZ file:
```
64
Properties=species:S:1:pos:R:3
Re 0.32 0.29 -0.57
C 0.19 -1.66 3.21
C -1.05 -2.27 3.25
C -1.89 -2.23 2.14
C -1.49 -1.54 1.01
C -0.24 -0.90 0.96
C 0.62 -1.02 2.06
C -2.29 -1.32 -0.19
C -3.50 -1.99 -0.44
C -4.21 -1.69 -1.56
C -3.78 -0.63 -2.39
C -4.55 -0.20 -3.49
C -4.20 0.91 -4.22
C -3.05 1.63 -3.84
C -2.26 1.22 -2.79
C -2.58 0.05 -2.06
N -1.77 -0.39 -1.01
H 0.84 -1.71 4.08
H -1.37 -2.79 4.15
H -2.86 -2.72 2.19
H 1.62 -0.60 2.02
H -3.84 -2.75 0.24
H -5.12 -2.21 -1.81
H -5.46 -0.74 -3.73
H -4.80 1.24 -5.05
H -2.81 2.55 -4.36
H -1.44 1.85 -2.48
Cl -1.51 1.60 2.92
C -2.24 1.93 1.37
Cl -0.97 2.40 0.15
H -2.89 2.79 1.42
H -2.72 1.05 0.98
I 5.53 2.62 -2.62
C 4.16 2.41 -1.08
C 4.30 3.09 0.12
C 3.34 2.92 1.11
C 2.27 2.09 0.86
N 2.13 1.41 -0.30
C 3.07 1.57 -1.25
H 5.15 3.75 0.29
H 3.42 3.43 2.05
H 1.48 1.97 1.60
H 2.95 0.99 -2.15
N 1.55 -0.37 -3.44
N 0.43 0.26 -2.77
H 1.51 -0.14 -4.43
H 1.42 -1.38 -3.38
H -0.46 -0.04 -3.17
H 0.49 1.25 -3.04
N 4.72 -5.40 -1.45
C 3.54 -5.27 -0.90
S 2.73 -6.52 -0.11
C 2.85 -3.95 -0.91
C 3.49 -2.81 -0.45
C 2.80 -1.61 -0.43
N 1.53 -1.50 -0.84
C 0.91 -2.61 -1.28
C 1.53 -3.85 -1.33
H 5.24 -6.27 -1.42
H 5.15 -4.63 -1.95
H 4.51 -2.83 -0.07
H 3.27 -0.72 -0.06
H -0.12 -2.50 -1.59
H 0.98 -4.70 -1.71
```

Frontier orbital gap (spin up / spin down)   6.20 / 3.80 eV
Spin multiplicity   2
Largest force on an atom   0.008 Eh/bohr
Charge   +3
Highest occupied orbital energy (spin up / spin down)   -0.5759 / -0.5756 Eh

Here are the Mulliken charges for atoms 1 to 8, given in e: 1.42 -0.95 -1.02 -0.57 0.87 1.25 -0.84 0.54

---

What is the formula in the sixth record? C27H26Cl2IN6ReS